{"formula": "C23H59N14O6", "method": "ωB97M-V with the def2-TZVPD basis set", "lumo_ev": -3.46, "homo_energy_ev": -10.72, "total_charge": 1, "orbital_gap_ev": 7.3, "symbols": ["C", "C", "C", "N", "C", "N", "C", "N", "N", "C", "C", "C", "C", "C", "C", "C", "C", "O", "C", "C", "C", "C", "C", "H", "H", "H", "H", "H", "H", "H", "H", "H", "H", "H", "H", "H", "H", "H", "H", "H", "H", "H", "H", "H", "H", "H", "H", "H", "H", "H", "H", "H", "H", "H", "H", "H", "H", "H", "H", "H", "H", "H", "C", "O", "N", "N", "H", "H", "H", "H", "C", "O", "N", "N", "H", "H", "H", "H", "C", "O", "N", "N", "H", "H", "H", "H", "C", "O", "N", "N", "H", "H", "H", "H", "C", "O", "N", "N", "H", "H", "H", "H"], "coordinates": [[-0.672269, 1.041361, 3.727390], [-2.135102, 0.518140, 3.699715], [-3.033706, 1.376875, 2.801605], [-3.322526, 0.747538, 1.506653], [-2.232665, 0.875733, 0.547845], [-1.375069, -0.326540, 0.702433], [-1.561866, -1.319894, -0.143581], [-1.196455, -2.599400, 0.247546], [-2.022521, -1.148120, -1.367613], [-2.003219, 0.281473, -1.870214], [-0.528281, 0.683353, -1.939322], [-2.690528, 0.256926, -3.238952], [-2.348855, 1.438743, -4.150771], [-1.195132, 1.142413, -5.144621], [-0.094530, 2.210681, -5.098490], [1.341502, 1.595029, -5.223094], [2.162149, 1.859354, -3.966134], [2.078447, 0.669856, -3.172653], [3.152615, 0.444893, -2.274824], [-2.815353, 1.057289, -0.836573], [-3.106266, 2.531287, -1.148998], [-1.923479, 3.494513, -1.163502], [-2.410129, 4.912729, -0.762621], [-0.556758, 1.607032, 4.635993], [-0.003555, 0.190826, 3.716106], [-0.509103, 1.652728, 2.847572], [-2.214432, -0.495483, 3.331212], [-2.540557, 0.558330, 4.697466], [-2.650257, 2.397415, 2.718284], [-3.989027, 1.471648, 3.304528], [-4.121252, 1.247112, 1.134152], [-1.644667, 1.731217, 0.865637], [-0.390483, -0.118353, 0.857714], [-0.242770, -2.907191, 0.182627], [-1.903204, -3.230174, 0.589423], [-2.943411, -1.563863, -1.521944], [0.103592, -0.191946, -1.886958], [-0.276239, 1.326858, -1.105149], [-0.261117, 1.191317, -2.847708], [-3.762263, 0.124553, -3.123752], [-2.347257, -0.642249, -3.743887], [-2.099308, 2.339418, -3.614535], [-3.233263, 1.671469, -4.730950], [-1.606355, 1.167398, -6.148718], [-0.775590, 0.152340, -5.001017], [-0.263765, 2.975530, -5.840409], [-0.098270, 2.715131, -4.136669], [1.229436, 0.522032, -5.283358], [1.809372, 2.017386, -6.100056], [1.743103, 2.679853, -3.383848], [3.191038, 2.072622, -4.245714], [3.671116, 1.359021, -2.023576], [3.822576, -0.293042, -2.710736], [2.730747, 0.019003, -1.365381], [-3.786692, 0.562009, -0.819255], [-3.771110, 2.879494, -0.362105], [-3.690513, 2.605858, -2.053421], [-1.459988, 3.600283, -2.137080], [-1.144647, 3.233120, -0.457970], [-3.464318, 5.043484, -0.961603], [-1.867945, 5.650013, -1.339039], [-2.156270, 5.106643, 0.271904], [0.291588, 1.584810, -9.175352], [0.524091, 2.383738, -8.283527], [0.008255, 0.270025, -8.924186], [0.296854, 1.938887, -10.492092], [-0.184415, -0.403902, -9.640693], [0.000128, -0.021865, -7.965054], [0.502231, 2.896895, -10.708269], [0.109785, 1.299780, -11.241119], [0.511267, -3.144089, 4.498963], [-0.701968, -3.182874, 4.618258], [1.118269, -2.879998, 3.299378], [1.361279, -3.351954, 5.541713], [2.113818, -2.834668, 3.173871], [0.517652, -2.721993, 2.512486], [0.949471, -3.546282, 6.436856], [2.360149, -3.318536, 5.460676], [-3.361516, -4.814583, 7.065121], [-3.466793, -3.625311, 7.299821], [-4.014921, -5.765051, 7.805390], [-2.586092, -5.300309, 6.048862], [-3.944824, -6.749476, 7.632998], [-4.591791, -5.441333, 8.559085], [-2.088725, -4.629128, 5.484085], [-2.491231, -6.276672, 5.845059], [3.637087, -2.018559, 2.134870], [3.349789, -2.595213, 3.171915], [4.443376, -0.926818, 2.099794], [3.154713, -2.439187, 0.920170], [4.695622, -0.444619, 1.258315], [4.819888, -0.597939, 2.977057], [2.561123, -3.246792, 0.922807], [3.366070, -1.994040, 0.047289], [6.737356, -0.143182, 5.563064], [6.590732, 0.293714, 4.431801], [7.506539, 0.492825, 6.492804], [6.144550, -1.299462, 5.983063], [7.643236, 0.154518, 7.426072], [7.955268, 1.344887, 6.211930], [5.570912, -1.792867, 5.322222], [6.253084, -1.674116, 6.906166]], "forces_ev_per_a": [[-1.1873, -1.0299, -0.1532], [0.3820, 0.8360, -0.6062], [-0.4958, -0.6211, 0.7327], [0.1569, 0.5642, -0.1537], [-0.5059, 0.2815, 0.9271], [0.5359, 1.4969, -1.2104], [0.7269, -1.8892, 0.5546], [-0.1067, -0.1783, 0.0333], [-1.7209, 1.7213, -0.0290], [-0.1594, -0.3760, 0.0183], [-0.2830, -0.0463, 0.3665], [0.5526, -0.0554, -0.0097], [-0.0413, -0.5743, -0.6983], [-0.3467, 0.9556, -0.0320], [0.8633, -0.8086, 0.2576], [-1.1024, 1.1790, 0.4159], [0.0529, -0.7366, -0.3203], [0.3693, 0.0144, 0.2193], [-0.6585, -0.2077, -0.4208], [-0.0903, 0.2402, -0.6771], [0.5355, -0.3199, 0.6507], [-0.5823, 1.1198, 0.0713], [0.7845, -0.3826, -0.3361], [0.4797, 0.3895, 0.1049], [0.4438, -0.0296, 0.1572], [0.3724, 0.3126, -0.0553], [0.1155, -0.3404, 0.1583], [-0.0705, -0.2427, 0.3553], [0.2081, 0.1281, -0.2580], [-0.3256, 0.0277, -0.0319], [-0.0990, -0.2058, -0.1885], [0.5334, 0.0940, -0.2994], [-0.1335, -0.4113, 1.2267], [-0.1307, -0.1144, -0.1843], [0.2072, 0.0190, 0.2706], [0.5510, -0.8674, -0.6273], [0.2039, -0.2233, -0.1223], [0.2316, 0.2059, 0.0521], [-0.0987, 0.1483, -0.1161], [-0.2878, 0.1443, 0.2238], [0.0406, -0.2289, -0.1340], [-0.0396, 0.1737, 0.3682], [-0.2691, 0.1243, -0.0572], [-0.0734, -0.2670, -0.2420], [0.0469, -0.1974, 0.2388], [-0.0024, 0.1129, -0.3340], [-0.3167, 0.1894, 0.2075], [0.3170, -0.2965, -0.4098], [0.2500, -0.1983, -0.2582], [0.1977, 0.3143, 0.0183], [0.2736, 0.0210, 0.2189], [0.2758, 0.2557, 0.0732], [0.3749, 0.0545, -0.0091], [-0.0449, -0.0120, 0.2450], [-0.2281, -0.1446, 0.0038], [-0.2081, 0.0194, 0.2131], [-0.1069, 0.0357, -0.3989], [0.1204, -0.4146, -0.2391], [0.1814, -0.3224, 0.0419], [-0.2769, 0.0979, 0.1194], [0.0496, 0.3002, -0.1448], [-0.3925, 0.0742, 0.3232], [0.0082, -0.0209, -0.1454], [-0.0351, -0.0113, 0.1171], [-0.0378, -0.0366, 0.0701], [0.0018, 0.0563, -0.0182], [0.0141, 0.0241, -0.0112], [0.0216, 0.0040, -0.0162], [-0.0011, -0.0185, 0.0083], [0.0044, -0.0080, 0.0212], [0.3358, 0.2350, -1.0987], [-0.7294, -0.1922, 0.2835], [-3.5876, -0.4253, 0.3597], [0.0017, -0.0976, 0.3670], [-0.4002, -0.4506, 0.3341], [-0.5233, -0.0348, 0.2816], [-0.0160, 0.0275, -0.0417], [-0.0317, 0.0359, -0.1641], [0.0906, -0.0973, -0.1235], [-0.0530, 0.0486, 0.0560], [-0.0854, -0.0490, 0.1016], [0.0063, 0.0974, -0.0833], [0.0178, 0.0203, -0.0165], [0.0191, 0.0050, -0.0187], [0.1433, 0.1269, 0.0211], [-0.0459, -0.0006, 0.0663], [1.1851, 1.0761, -1.4273], [4.0927, 0.3622, 0.3398], [-0.3926, -0.3824, 0.4171], [-0.3187, 0.0084, 0.4256], [0.0306, -0.0616, -0.0402], [0.2459, 0.1384, -0.0206], [0.1117, -0.1922, -0.0531], [0.1164, 0.0357, 0.0446], [0.0868, -0.0502, 0.2795], [-0.2618, -0.0533, -0.2844], [-0.0229, 0.0256, -0.0968], [-0.0904, -0.0387, -0.0938], [-0.0097, -0.0211, -0.0124], [-0.0034, -0.0129, 0.0000], [0.0448, -0.0001, 0.0557], [0.0183, 0.0183, 0.0053]]}



{"formula": "C6H13O2S", "method": "ωB97M-V with the def2-TZVPD basis set", "lumo_ev": 3.77, "homo_energy_ev": -3.48, "e_above_lowest_kj_mol": 449.4, "total_charge": -1, "orbital_gap_ev": 7.3, "symbols": ["C", "C", "C", "C", "C", "C", "O", "O", "S", "H", "H", "H", "H", "H", "H", "H", "H", "H", "H", "H", "H", "H"], "coordinates": [[2.270105, 0.107454, 0.764023], [3.521347, 0.701500, 0.044116], [2.451693, -1.454354, 0.861054], [-3.676750, 1.694678, 0.465048], [-3.316482, -0.631255, -0.251619], [-2.921714, 0.855844, -0.253131], [-0.121728, -0.799904, -0.282379], [0.621439, 1.189479, -1.348330], [1.055190, -0.028173, -0.572771], [3.225112, 1.788431, -0.052961], [4.395455, 0.380291, 0.720041], [3.654664, 0.204677, -0.895184], [2.608992, -1.766355, -0.166694], [1.584975, -2.001347, 1.262536], [3.316771, -1.619156, 1.462979], [1.949382, -0.809599, -1.659448], [-3.597588, 2.774483, 0.479612], [-4.618949, 1.354788, 0.970522], [-2.603534, -1.311439, 0.274866], [-3.519314, -1.028713, -1.262358], [-4.274603, -0.573549, 0.315328], [-2.004453, 0.972213, -0.875245]], "forces_ev_per_a": [[-1.3627, -1.3269, -1.7220], [-1.1289, 0.0993, 2.5399], [-0.5975, 1.3025, 0.4044], [-0.6486, 0.0953, -0.5155], [-0.8353, 0.4940, 0.9130], [0.2760, -1.6502, -0.2218], [-0.3641, -1.5043, 0.7711], [1.5799, -1.1834, 1.3571], [0.7041, 2.8223, -2.6091], [1.3774, -1.0208, -0.0552], [-0.9928, 1.2299, -1.0013], [0.3966, -0.1908, -1.1847], [0.5732, -1.0311, -0.3417], [0.3307, 0.3598, -0.0333], [0.7492, -0.4303, 0.4010], [-1.3075, 0.8504, 1.4515], [0.5429, 0.0208, -0.0182], [1.0915, -0.0285, -0.4171], [-0.3614, 0.7603, -0.5333], [0.2333, 0.2445, 0.3745], [0.4273, -0.8968, -0.3884], [-0.6832, 0.9840, 0.8292]]}



{"formula": "C3H4FNO3", "method": "ωB97M-V with the def2-TZVPD basis set", "lumo_ev": [0.55, -1.99], "homo_energy_ev": [-6.91, -11.47], "e_above_lowest_kj_mol": 306.2, "s_squared": 2.006, "total_charge": 0, "orbital_gap_ev": [7.5, 9.5], "spin_multiplicity": 3, "symbols": ["C", "C", "C", "N", "O", "O", "O", "F", "H", "H", "H", "H"], "coordinates": [[0.161561, 0.305250, 0.725154], [-0.190048, 0.235002, -0.740976], [1.371311, 0.998264, 0.230110], [3.169838, -0.449172, -0.131894], [4.227161, -0.083940, -0.459590], [2.841429, -1.501966, 0.278407], [0.889190, 1.178590, -1.035425], [2.149344, 1.931756, 0.723454], [-0.680413, 0.893550, 1.193239], [0.201654, -0.782839, 1.078620], [-0.087888, -0.794225, -1.173828], [-1.106838, 0.629201, -1.226460]], "forces_ev_per_a": [[-2.5561, -1.4210, 1.1082], [-0.3576, -0.3256, -2.0730], [-1.5864, -0.1543, 0.0337], [0.9632, -1.3024, -0.9494], [1.7745, 1.4988, -0.5286], [-1.3501, -1.1767, 0.8999], [0.6794, -0.1391, -0.8701], [0.0105, 0.6395, 0.4165], [1.1806, -0.4282, 0.3639], [0.3496, 1.8469, 0.4288], [0.6140, 0.9366, 0.1555], [0.2785, 0.0255, 1.0147]]}



{"formula": "C5H8Cl2", "method": "ωB97M-V with the def2-TZVPD basis set", "lumo_ev": -0.48, "homo_energy_ev": -8.31, "e_above_lowest_kj_mol": 782.9, "total_charge": 0, "orbital_gap_ev": 7.8, "symbols": ["C", "C", "C", "C", "C", "Cl", "Cl", "H", "H", "H", "H", "H", "H", "H", "H"], "coordinates": [[0.002467, 2.117628, 1.905184], [0.436247, -0.353993, 0.443755], [-0.902277, -0.639890, 0.961187], [0.144079, -0.209081, -1.817619], [0.852142, -1.030044, -0.776114], [0.080958, 3.318709, 0.780137], [0.570021, -2.788989, -1.019760], [0.795046, 2.513833, 2.718982], [-1.452446, 0.331807, 1.032060], [-0.853593, -0.778178, 2.061455], [-1.490199, -1.418094, 0.429904], [0.313794, -0.727108, -2.655983], [0.408976, 0.781189, -1.857601], [-0.909084, -0.117426, -1.526304], [2.003871, -1.000363, -0.679282]], "forces_ev_per_a": [[1.1807, 0.1389, 2.6106], [-1.1815, 0.4013, 0.4792], [-0.4407, -0.0859, 0.1869], [-1.5678, 0.1211, 2.8578], [3.2522, 0.1889, 2.3193], [0.0492, 0.9302, -1.1462], [-0.6403, -0.4578, 0.0289], [-1.2496, -1.0277, -1.4488], [0.4367, -0.4411, -0.3902], [0.1758, -0.3339, -0.4464], [0.2308, 0.2497, 0.5267], [0.1237, -1.4396, -3.6062], [1.4033, 2.2731, -0.2659], [-0.0482, -0.6798, -0.4909], [-1.7244, 0.1626, -1.2147]]}